Entry 1:
Below is 2 unconnected molecules or ions with the total composition C7H12NPS in a non-equilibrium geometry, with properties calculated with the ωB97M-V functional and the def2-TZVPD basis.

Structure (SMILES)   C/C=C\N=P/SC.C#CC
LUMO   -0.17 eV
Gap between HOMO and LUMO   0.303 hartree
E_HOMO   -8.419 eV

ORCA input file:
```
! RIJCOSX wB97M-V def2-TZVPD def2/J DEFGRID3
* xyz 0 1
C 1.48744 1.32631 1.35825
C 2.81344 0.64494 1.33969
C 3.07187 -0.35821 0.52527
N 2.25898 -0.85655 -0.46978
P 1.09096 -1.87790 -0.38992
S 0.79097 -2.27279 1.67387
C -0.65366 -3.35063 1.51874
H 0.92539 1.17267 0.49133
H 1.62789 2.42447 1.56213
H 0.77085 0.83067 2.14385
H 3.46269 0.78200 2.10418
H 4.03061 -0.84462 0.47055
H -0.51371 -4.43840 1.13228
H -1.42568 -2.85145 0.97955
H -1.04124 -3.48147 2.50882
C -3.02140 0.10709 -2.17735
C -2.95306 1.08673 -1.47740
C -2.79859 2.21734 -0.58125
H -2.82426 -0.66118 -2.87776
H -2.40164 1.99082 0.36705
H -3.76628 2.62130 -0.37087
H -2.26940 2.95271 -1.12623
*
```

***

Entry 2:
Below is 2 unconnected molecules or ions with the total composition C7H12NPS in a non-equilibrium geometry, with properties calculated with the ωB97M-V functional and the def2-TZVPD basis.

Structure (SMILES)   C/C=C\C(C)=P\SC.C#N
LUMO   0.17 eV
Gap between HOMO and LUMO   0.284 hartree
E_HOMO   -7.553 eV

ORCA input file:
```
! RIJCOSX wB97M-V def2-TZVPD def2/J DEFGRID3
* xyz 0 1
C -2.04434 -1.64829 -1.40240
C -2.23668 -0.18709 -1.40259
C -1.84559 0.71418 -0.52122
C -0.86905 0.62996 0.48590
C -0.64155 1.86605 1.30600
P 0.02801 -0.78740 0.55659
S 1.57067 -0.46278 1.93376
C 2.65527 -1.99830 1.72642
H -1.11337 -1.99962 -1.86229
H -2.77251 -2.18291 -1.94983
H -2.07969 -2.09651 -0.37942
H -2.69691 0.17360 -2.40051
H -2.26533 1.70479 -0.82074
H -1.59908 2.21598 1.37112
H -0.01334 2.51592 0.67344
H -0.14332 1.59511 2.26380
H 2.02232 -2.98270 1.55793
H 3.15962 -2.13943 2.65761
H 3.34757 -1.81890 0.87673
C 2.53393 2.24971 -1.54262
N 1.75799 2.38196 -2.37542
H 3.24539 2.25668 -0.75225
*
```

***

Entry 3:
Below is a single C7H12O molecule in a non-equilibrium geometry, with properties calculated with the ωB97M-V functional and the def2-TZVPD basis.

Structure (SMILES)   C=C(CC)[C@H](C)C=O
LUMO   0.92 eV
Gap between HOMO and LUMO   0.379 hartree
E_HOMO   -9.389 eV

ORCA input file:
```
! RIJCOSX wB97M-V def2-TZVPD def2/J DEFGRID3
* xyz 0 1
C -0.19189 -1.17257 1.70645
C -0.21349 -0.59760 0.48701
C -0.31702 -1.53147 -0.71116
C -0.27012 -0.92668 -2.10834
C -0.11679 0.90757 0.26693
C 1.33029 1.36920 0.10554
C -0.76349 1.73008 1.37653
O -1.65947 2.54893 1.17987
H -0.09900 -0.61621 2.63223
H -0.25812 -2.25329 1.81569
H -1.25513 -2.09565 -0.62648
H 0.49960 -2.26318 -0.64505
H -1.11766 -0.25760 -2.28479
H 0.65881 -0.37650 -2.28015
H -0.32172 -1.72404 -2.85768
H -0.68084 1.18320 -0.63138
H 1.71628 1.11283 -0.88583
H 1.41727 2.45539 0.22226
H 1.98865 0.90657 0.84933
H -0.34618 1.60100 2.38898
*
```

***

Entry 4:
Below is a single C7H12O molecule in a non-equilibrium geometry, with properties calculated with the ωB97M-V functional and the def2-TZVPD basis.

Structure (SMILES)   C=CCCCCC=O
LUMO   0.78 eV
Gap between HOMO and LUMO   0.380 hartree
E_HOMO   -9.546 eV

ORCA input file:
```
! RIJCOSX wB97M-V def2-TZVPD def2/J DEFGRID3
* xyz 0 1
C 1.54294 -3.36948 0.70473
C 1.40939 -2.02428 0.48451
C 0.58784 -0.88225 1.27948
C -0.35350 -0.28933 0.23362
C -0.22079 1.21492 0.20074
C -1.26738 1.75833 -0.91199
C -0.92156 2.93161 -1.79865
O -1.89425 3.43379 -2.37864
H 1.94088 -4.05970 0.01916
H 0.86885 -3.75745 1.45296
H 1.72709 -1.56650 -0.38762
H 0.23405 -1.36509 2.27986
H 1.08727 0.17897 1.82565
H -0.26694 -0.58223 -0.76284
H -1.38556 -0.73656 0.38492
H 0.75400 1.40296 -0.08848
H -0.39778 1.66393 1.19004
H -1.34743 0.85043 -1.74586
H -2.23734 1.86818 -0.38555
H 0.14023 3.32976 -1.59606
*
```

***

Entry 5:
Below is a single C7H12O molecule in a non-equilibrium geometry, with properties calculated with the ωB97M-V functional and the def2-TZVPD basis.

Structure (SMILES)   C=C(C)CCCC=O
LUMO   0.84 eV
Gap between HOMO and LUMO   0.378 hartree
E_HOMO   -9.454 eV

ORCA input file:
```
! RIJCOSX wB97M-V def2-TZVPD def2/J DEFGRID3
* xyz 0 1
C -1.49347 -0.98651 -2.25274
C -0.70519 -0.99756 -1.18953
C 0.43864 -2.04844 -1.18450
C -0.74420 -0.18808 0.02449
C 0.50668 0.72979 0.33339
C 0.12633 1.32522 1.70948
C 1.31128 2.14016 2.08815
O 1.24683 3.35429 2.19809
H -1.57221 -1.38906 -3.29337
H -2.43018 -0.24610 -2.19393
H 0.63156 -2.56880 -0.20847
H 0.31735 -2.94495 -1.87643
H 1.44949 -1.64309 -1.54970
H -1.58686 0.51534 -0.13978
H -0.73101 -0.86589 0.89220
H 1.32412 0.11710 0.34723
H 0.54334 1.46327 -0.34689
H -0.84226 1.83728 1.67733
H -0.05510 0.66317 2.53998
H 2.26485 1.73287 2.42499
*
```

***

Entry 6:
Below is a single C7H12O2 molecule in a non-equilibrium geometry, with properties calculated with the ωB97M-V functional and the def2-TZVPD basis.

Structure (SMILES)   C[C@]12OCC[C@@H]1CCO2
LUMO   0.95 eV
Gap between HOMO and LUMO   0.373 hartree
E_HOMO   -9.186 eV

ORCA input file:
```
! RIJCOSX wB97M-V def2-TZVPD def2/J DEFGRID3
* xyz 0 1
C -0.83109 1.28587 -0.90330
C 0.18744 0.32208 -0.41340
O 0.64860 -0.42911 -1.36258
C -0.24851 -1.69625 -1.34576
C -1.09126 -1.57127 -0.00264
C -0.19927 -0.75141 0.69553
C 0.03115 0.12780 1.95703
C 0.73240 1.44360 1.43137
O 1.15670 1.03266 0.02181
H -0.59960 2.18534 -1.58613
H -0.81681 1.92227 -0.07098
H -2.00651 1.07901 -1.01842
H 0.34461 -2.53638 -1.14820
H -0.79152 -1.52630 -2.17338
H -2.18226 -1.25786 -0.54772
H -1.56818 -2.61769 0.26150
H 0.78380 -1.12437 0.44395
H -1.04254 0.25132 2.09672
H 0.47844 -0.39228 2.70074
H 1.60750 1.80848 2.09832
H -0.13455 2.41746 1.15670
*
```

***

Entry 7:
Below is a single C7H12O2 molecule in a non-equilibrium geometry, with properties calculated with the ωB97M-V functional and the def2-TZVPD basis.

Structure (SMILES)   C=C(/C=C(\C)CO)CO
LUMO   0.53 eV
Gap between HOMO and LUMO   0.350 hartree
E_HOMO   -8.996 eV

ORCA input file:
```
! RIJCOSX wB97M-V def2-TZVPD def2/J DEFGRID3
* xyz 0 1
C -2.04019 1.13542 -0.65082
C -1.36103 -0.02644 -0.59465
C 0.12191 -0.36290 -0.62578
C 1.14428 0.23545 -0.01659
C 1.14767 1.56639 0.51336
C 2.57960 -0.27149 -0.09284
O 2.96601 -1.58722 -0.22808
C -1.98045 -1.23244 0.03192
O -3.34966 -0.97808 0.39151
H -1.42676 2.01019 -1.06997
H -3.17586 1.03932 -0.73604
H 0.25380 -1.39542 -1.00525
H 0.18868 1.85658 0.77081
H 1.81291 1.62967 1.24700
H 1.14424 2.55346 -0.16055
H 3.03471 -0.03183 0.87307
H 3.14108 0.24820 -0.80021
H 2.59009 -2.13813 0.43397
H -1.32784 -1.33880 0.90575
H -2.01437 -2.28138 -0.52388
H -3.44883 -0.63054 1.33724
*
```

***

Entry 8:
Below is a gas-phase ion, C7H12O2 (charge +2) in a non-equilibrium geometry, with properties calculated with the ωB97M-V functional and the def2-TZVPD basis.

<S²>   2.011
LUMO (alpha / beta)   -8.64 / -12.96 eV
Gap between HOMO and LUMO (alpha / beta)   0.248 / 0.230 hartree
E_HOMO (alpha / beta)   -15.386 / -19.230 eV

ORCA input file:
```
! RIJCOSX wB97M-V def2-TZVPD def2/J DEFGRID3
* xyz 2 3
C -1.47978 -1.22741 0.39727
C -0.25362 -1.66115 0.22595
C -0.69032 1.08142 0.23522
C 0.58874 0.71510 -0.03676
C 1.78992 1.59088 0.27208
C -2.76835 0.44127 -0.62756
C 2.22954 -1.24562 -0.13831
O -1.76508 0.17928 0.39173
O 0.92499 -0.57683 -0.24302
H -2.42554 -1.68952 0.67324
H -0.09553 -2.73998 0.28758
H -0.83331 2.04721 0.41023
H 2.39473 1.88663 -0.70251
H 2.59549 1.10606 0.74057
H 1.39990 2.51413 0.78582
H -3.18648 1.43855 -0.39102
H -2.43710 0.69568 -1.65420
H -3.47705 -0.51597 -0.56538
H 2.29700 -2.29265 -0.51115
H 2.81505 -0.50382 -0.55083
H 2.37679 -1.24325 1.00104
*
```

***

Entry 9:
Below is a molecular structure, C7H12O3 in a non-equilibrium geometry, with properties calculated with the ωB97M-V functional and the def2-TZVPD basis.

LUMO   0.57 eV
Gap between HOMO and LUMO   0.387 hartree
E_HOMO   -9.950 eV

ORCA input file:
```
! RIJCOSX wB97M-V def2-TZVPD def2/J DEFGRID3
* xyz 0 1
O 1.12326 -3.62562 1.62881
C -0.13513 -3.34041 1.77255
H -0.58178 -3.67537 2.73092
O -0.58208 -2.32797 1.23004
C 0.71348 0.41590 0.12080
C 0.84848 0.82965 -1.37022
C -0.52687 1.47588 -1.58414
C -0.68524 2.30099 -0.28193
C -0.72418 0.89056 0.36338
C -1.46340 0.43951 -0.91958
H 1.31915 1.04669 0.79443
H 1.66657 1.54114 -1.54344
H 1.00450 -0.04377 -2.01870
H -0.73487 1.89438 -2.57584
H 0.13763 2.97640 -0.00142
H -1.65325 2.81298 -0.21005
H -1.11406 0.75777 1.38014
H -2.51434 0.75606 -0.91796
H -1.37590 -0.60682 -1.24429
H 1.70232 -2.76419 1.16258
O 1.69869 -0.87617 0.26871
H 1.87700 -0.87758 1.21522
*
```

***

Entry 10:
Below is a single C7H12O3 molecule in a non-equilibrium geometry, with properties calculated with the ωB97M-V functional and the def2-TZVPD basis.

Structure (SMILES)   C[C@]1(CC(=O)O)C[C@@H](O)C1
LUMO   0.51 eV
Gap between HOMO and LUMO   0.392 hartree
E_HOMO   -10.167 eV

ORCA input file:
```
! RIJCOSX wB97M-V def2-TZVPD def2/J DEFGRID3
* xyz 0 1
C -0.63588 -0.92676 2.90071
C -0.95465 -0.90957 1.40828
C -2.44670 -0.58480 1.20613
C -2.92784 -0.82751 -0.20553
O -3.77590 -1.63855 -0.49712
O -2.50287 0.06857 -1.20024
C -0.42911 -2.18414 0.70102
C 0.64715 -1.34837 0.00575
O 0.58606 -1.47146 -1.39932
C 0.07436 -0.05878 0.61984
H 0.44137 -1.07391 3.06270
H -0.94392 0.01758 3.37362
H -1.17682 -1.74115 3.40484
H -3.04053 -1.22848 1.86927
H -2.63222 0.46160 1.49225
H -1.94465 0.75876 -0.82154
H -0.09790 -3.02496 1.32486
H -1.13136 -2.60052 -0.03275
H 1.65410 -1.57216 0.38758
H -0.15951 -0.91786 -1.79164
H -0.37120 0.56760 -0.16468
H 0.75912 0.58402 1.18945
*
```

***

Entry 11:
Below is a molecular structure, C7H12O3 in a non-equilibrium geometry, with properties calculated with the ωB97M-V functional and the def2-TZVPD basis.

LUMO   0.60 eV
Gap between HOMO and LUMO   0.372 hartree
E_HOMO   -9.515 eV

ORCA input file:
```
! RIJCOSX wB97M-V def2-TZVPD def2/J DEFGRID3
* xyz 0 1
C 1.95277 -1.52217 -0.70440
C 0.81554 -0.57737 -0.38095
C 0.70110 0.68573 -1.20864
C 1.16481 0.75174 0.21952
O 0.32210 1.32142 1.19240
C -1.49545 0.64297 1.35169
O -1.82921 0.49815 2.50537
C -1.67839 -0.42271 0.29444
C -0.44277 -1.29500 0.08462
H 2.26256 -2.07904 0.19274
H 1.64077 -2.24965 -1.46872
H 2.82885 -0.97924 -1.08469
H 1.43579 0.86249 -1.99546
H -0.29451 1.08317 -1.41437
H 2.21736 0.95976 0.42411
H -2.52790 -1.04013 0.61367
H -1.98095 0.07301 -0.63793
H -0.66819 -2.08528 -0.64576
H -0.21619 -1.78133 1.04576
O -1.82070 2.38598 0.86458
H -0.36220 2.42403 0.82807
H -2.02516 2.34347 -0.07604
*
```

***

Entry 12:
Below is a single C7H12O6 molecule in a non-equilibrium geometry, with properties calculated with the ωB97M-V functional and the def2-TZVPD basis.

Structure (SMILES)   OC[C@@H](O)C(O[C@@H]1CO1)O[C@@H]1CO1
LUMO   0.57 eV
Gap between HOMO and LUMO   0.369 hartree
E_HOMO   -9.477 eV

ORCA input file:
```
! RIJCOSX wB97M-V def2-TZVPD def2/J DEFGRID3
* xyz 0 1
O -2.52836 -1.48104 -1.05956
C -2.80416 -0.36032 -0.52781
C -2.09443 0.09105 0.74218
O -1.85938 -1.14804 1.51301
C -0.59946 0.62395 0.22860
O -0.06327 -0.48144 -0.56017
C 0.25578 -0.12457 -1.92401
C 1.44426 -1.02791 -2.14967
O 1.73571 0.49314 -1.96442
O 0.25971 0.84222 1.36932
C 1.55985 1.34698 1.16734
C 2.66219 0.34296 1.09504
O 2.57096 1.26848 2.10566
H -2.53928 -2.43252 -0.61745
H -3.92100 -0.39064 -0.22898
H -2.94529 0.42633 -1.41547
H -2.58807 0.95880 1.41927
H -1.37720 -0.66027 2.50701
H -0.68460 1.62485 -0.19890
H -0.70934 0.28751 -2.44884
H 1.87348 -1.39981 -3.09976
H 1.85539 -1.70604 -1.16708
H 1.58684 2.19357 0.42826
H 2.32077 -0.72126 1.20539
H 3.66112 0.52010 0.59590
*
```

***

no.,total energy (hartree)
1,-1068.0968
2,-1068.1173
3,-349.1189
4,-349.0177
5,-349.0659
6,-424.1545
7,-424.2623
8,-423.3188
9,-499.5278
10,-499.6246
11,-499.5207
12,-725.0573